Entry 1:
ORCA calculation (ωB97M-V/def2-TZVPD) on a 7-piece molecular cluster, C12H18ClN6O4 overall in a non-equilibrium geometry.

```
41
C12H18ClN6O4 | OMol25 | ωB97M-V/def2-TZVPD
H 17.46610 8.08072 -16.61346
H 17.80949 4.79766 -12.46825
N 18.45160 -1.45704 -14.54274
N 12.66980 5.18610 -15.94300
H 16.37627 5.09334 -11.54878
C 14.19480 3.26323 -15.07606
C 22.31479 5.06088 -13.43024
H 22.47521 3.78469 -17.91058
O 17.72668 3.88260 -16.05001
H 23.01573 4.83957 -19.21884
H 17.79527 1.04491 -16.34842
H 22.25980 3.59002 -11.96498
H 15.22867 3.59643 -14.95921
H 20.72250 3.65288 -12.86339
C 17.84390 -0.71972 -15.20862
H 16.98267 -0.32635 -17.03725
N 24.06493 6.28474 -16.69515
N 16.16477 2.17584 -12.72987
H 24.18848 3.75546 -18.52090
H 16.20406 0.58229 -15.71472
H 22.11209 2.97426 -13.58274
C 23.72925 5.42124 -17.40551
H 18.22013 6.44450 -17.10611
O 20.00012 4.30381 -16.61509
C 19.38182 7.80103 -15.93798
C 17.14438 4.33482 -11.72928
H 13.85757 2.88535 -14.11782
Cl 19.10122 3.91791 -15.55242
C 18.10209 7.22644 -16.36663
H 14.24017 2.45442 -15.80739
C 23.30899 4.35172 -18.28136
H 17.59609 6.74567 -15.52646
N 20.34194 8.26986 -15.59062
C 13.34051 4.32999 -15.58398
C 21.79414 3.79606 -12.93422
H 17.72520 4.19605 -10.82353
C 17.14425 0.20578 -16.09293
N 22.72105 6.04798 -13.82145
C 16.55184 3.13168 -12.25952
O 19.11783 4.85928 -14.43961
O 19.47930 2.58865 -15.08869
```

Summary:
Kohn-Sham gap ... 9.92 eV
Total charge ... -1
E_LUMO ... 0.0980 Ha
HOMO energy ... -7.25 eV
Energy ... -1557.5211 Eh
ΔE to the lowest compared entry with this formula, charge and spin ... 0.000 eV



Entry 2:
ORCA calculation (ωB97M-V/def2-TZVPD) on an isolated ion of composition C5H7F3N2O2 and charge +2 in a non-equilibrium geometry.

```
19
C5H7F3N2O2 | OMol25 | ωB97M-V/def2-TZVPD
O 1.95973 -2.15948 -0.84574
H 1.43264 1.16147 1.55700
F -2.83316 1.18732 0.02602
H -1.54224 -1.75144 -0.46649
C -0.35521 -0.22674 0.22984
F -3.90391 -0.58924 -0.60658
H -1.73512 -0.57797 -1.60657
H 3.30597 0.35485 -0.51623
H -0.09185 -0.92456 1.08278
O -0.20065 1.74737 -0.85365
C -2.96742 -0.12843 0.06957
C 1.58240 1.14604 0.42959
C -1.50200 -0.72679 -0.50696
N 0.23507 0.95639 -0.07756
F -3.03411 -0.36710 1.34659
N 1.85536 -1.08809 -0.38090
H 2.00621 2.09405 -0.08281
H 3.22304 -0.10995 1.05343
C 2.56526 0.00230 0.14867
```

Summary:
Kohn-Sham gap (spin up / spin down) ... 6.68 / 7.71 eV
Total charge ... +2
E_LUMO (spin up / spin down) ... -0.4691 / -0.4666 Ha
HOMO energy (spin up / spin down) ... -19.45 / -20.41 eV
Energy ... -753.2878 Eh



Question: Which of these has the highest total charge?
Answer: C5H7F3N2O2



Question: total charge of number 2 (C5H7F3N2O2)?
Answer: +2



Question: total charge of number 2 (C5H7F3N2O2)?
Answer: +2



Question: The lowest energy belongs to which entry?
Answer: C12H18ClN6O4